Entry 1:
# C36H52FeN3OP2S

C36H52FeN3OP2S as an isolated structure (ωB97M-V/def2-TZVPD, the Open Molecules 2025 dataset).

E_HOMO (alpha / beta)   -8.60 / -9.43 eV
Energy relative to the best compared isomer or geometry (same formula, charge and spin)   1.857 eV
E_tot   -108486.367 eV
LUMO (alpha / beta)   -2.38 / -3.67 eV
Charge   +1
Gap between HOMO and LUMO (alpha / beta)   0.2285 / 0.2115 Eh
Multiplicity   5

```
96
Properties=species:S:1:pos:R:3:forces:R:3
Fe 0.197728 0.110026 0.020818 -0.250 -0.462 -0.047
S 1.071391 2.335958 1.727770 0.311 0.802 0.861
P 1.647174 0.634071 -1.945577 0.094 0.690 -1.076
P -1.519601 0.047795 1.828841 0.009 0.106 0.592
O 2.751096 -0.478978 1.353089 -1.719 0.234 -0.921
N -1.180734 1.174412 -0.933438 -1.408 1.261 -0.432
N 3.307744 2.924974 3.060326 -0.034 -0.676 0.760
N -0.242905 -1.778182 -0.843592 -0.188 -2.609 -1.729
C -1.592299 1.636978 4.280042 -0.032 0.125 0.264
C -0.539768 -2.779723 -1.399348 -1.007 3.297 2.804
C -3.170533 2.525332 -2.396406 0.541 0.073 -0.113
C -0.177072 -2.624464 2.265408 0.153 0.182 -0.340
C -2.645580 -5.554650 -2.766809 -0.158 -0.105 0.089
C 2.219538 0.104667 -4.810596 -0.051 -0.215 -0.139
C 4.397347 1.555995 4.672128 0.181 0.712 -0.388
C 1.708342 -0.267225 0.867514 3.874 -1.352 2.017
C -2.855238 0.397162 0.651182 0.135 -2.496 -1.507
C 3.353618 0.624879 4.531641 -0.834 0.068 -0.271
C -2.962561 -3.023345 -1.649110 -0.127 0.195 -0.445
C 0.627970 2.113837 -2.374816 -0.579 0.158 -0.279
C -2.652199 -2.578014 2.109985 -0.093 -0.323 0.144
C -1.806354 2.685296 -2.680693 0.066 0.013 0.353
C 3.424421 2.366885 -0.639049 -0.016 -0.205 0.251
C -1.434507 -1.800004 2.617472 -0.773 0.540 0.055
C -2.411156 2.691258 2.225303 0.170 0.038 -0.243
C -2.363948 1.361860 3.001399 -0.014 -0.546 0.173
C 1.482139 -0.407714 -3.546869 0.795 -0.089 -0.350
C 2.227710 0.940407 3.785486 0.747 -0.686 0.637
C -3.803912 0.879502 3.324262 -0.294 0.060 0.200
C 4.327410 2.733668 3.951983 -0.193 -0.408 -0.051
C 2.063813 -1.788801 -3.190715 -0.019 -0.290 -0.125
C 0.015349 -0.551676 -3.978538 0.138 -0.043 -0.100
C -3.542108 1.635921 -1.400559 0.704 -0.261 0.511
C -2.519393 1.063017 -0.570037 0.130 0.299 -1.054
C 3.359715 1.461265 -1.880223 -0.003 -0.163 -0.093
C 2.228691 2.060476 2.953674 -0.084 1.133 -1.277
C -1.560113 -4.928351 -2.158888 -0.180 0.441 -0.478
C 3.717412 2.342309 -3.084475 0.202 -0.034 -0.070
C -1.405521 -1.651047 4.144218 -0.247 -0.111 0.206
C -3.896847 -4.933213 -2.796314 0.128 0.071 -0.162
C 4.389111 0.337748 -1.703912 0.290 0.007 0.092
C -1.676160 -3.592138 -1.750412 -0.433 -1.244 -0.140
C -0.842540 1.969741 -1.964259 -0.132 0.198 -0.246
C -4.061893 -3.689225 -2.186774 0.247 -0.106 0.110
H 4.426445 2.824242 -0.575319 -0.248 -0.168 -0.152
H -2.499521 -6.517722 -3.257050 -0.118 0.146 0.373
H 1.071542 3.018721 -1.916777 -0.312 -0.473 -0.032
H -1.427732 3.370930 -3.435806 -0.393 -0.107 0.033
H -4.530284 1.667123 3.063778 0.211 -0.242 0.130
H 5.238980 1.357316 5.328862 -0.165 0.141 -0.164
H -5.043333 -3.218421 -2.163129 0.234 -0.115 0.075
H -3.930598 0.663928 4.395945 0.096 0.056 -0.288
H 0.767026 -2.166363 2.595813 -0.330 0.016 -0.114
H -0.625449 -5.450925 -2.014003 0.154 0.066 -0.391
H -2.739543 3.505562 2.893784 0.109 -0.367 -0.123
H -3.885617 3.137979 -2.948457 0.011 -0.475 0.124
H -4.580951 1.374812 -1.195112 0.262 0.327 0.050
H 5.374782 0.792659 -1.523097 -0.170 -0.147 -0.060
H -4.108137 -0.018869 2.771888 0.087 0.252 0.230
H 3.418177 -0.355838 5.002099 -0.050 0.342 0.120
H 3.813696 1.790460 -4.017627 -0.044 0.113 0.156
H 3.159113 -1.756919 -3.063095 -0.521 -0.062 -0.040
H -0.522260 -1.078931 4.467858 -0.280 -0.108 -0.111
H -2.718853 -2.555180 1.013999 0.033 0.081 0.228
H 4.153002 -0.294144 -0.833404 0.047 0.153 -0.297
H 3.264300 1.784961 0.276864 0.039 0.250 -0.251
H -3.101077 2.661277 1.374281 0.130 0.063 0.265
H 2.687147 3.180081 -0.664481 0.200 -0.221 0.051
H -3.756408 -0.240409 0.564780 0.183 0.733 0.390
H 1.605172 -2.181421 -2.276336 0.401 0.091 -0.289
H -1.527103 0.787713 4.953585 -0.031 -0.019 -0.030
H -0.326433 0.350441 -4.482908 -0.136 0.141 0.095
H -2.134297 2.429103 4.804713 0.111 0.004 0.118
H -2.307550 -1.170786 4.541234 0.201 -0.086 -0.084
H 3.004838 3.160168 -3.229673 0.052 -0.100 0.016
H -1.319417 -2.643506 4.620157 -0.082 0.251 -0.243
H -0.253219 -3.602120 2.781896 -0.105 0.488 -0.144
H -0.646220 -0.782346 -3.160032 -0.328 0.030 0.314
H -1.405562 2.933161 1.858475 -0.304 0.128 0.056
H -4.748679 -5.401876 -3.300349 0.411 0.098 0.241
H 3.316180 0.029102 -4.747904 -0.441 0.051 0.075
H 5.047777 3.550781 4.025809 -0.154 -0.420 -0.054
H -0.081992 -1.364691 -4.718251 0.197 0.192 0.263
H -3.597626 -2.218930 2.529626 0.126 0.062 -0.083
H 1.907280 -0.533847 -5.661476 0.144 0.224 0.382
H -0.591630 2.002237 4.067038 0.142 0.067 -0.053
H -2.561204 -3.640912 2.381410 -0.024 0.209 0.041
H -0.105931 -2.838676 1.194895 0.062 0.101 0.309
H 1.931337 1.130522 -5.077857 0.141 -0.186 0.113
H 3.326196 3.729533 2.437899 -0.183 -0.234 0.191
H 1.358503 0.289012 3.731766 0.316 0.031 -0.027
H -3.127449 -2.052039 -1.180626 0.347 -0.113 -0.295
H 4.475818 -0.297109 -2.593607 -0.003 0.181 0.188
H 4.697405 2.798866 -2.886957 -0.176 -0.032 -0.006
H 1.831914 -2.496034 -4.008059 0.182 0.219 0.240
H 0.672670 2.268635 -3.468194 -0.078 0.089 0.423
```
Forces are in eV/Å.

Partial charges, Löwdin, in e: atom 1 (Fe): 0.08, atom 2 (S): 0.71, atom 3 (P): 1.13, atom 4 (P): 1.11, atom 5 (O): 0.04, atom 6 (N): 0.02, atom 7 (N): 0.07, atom 8 (N): 0.17, atom 9 (C): -0.11, atom 10 (C): -0.05, atom 11 (C): -0.04, atom 12 (C): -0.10, atom 13 (C): -0.06, atom 14 (C): -0.09, atom 15 (C): -0.05, atom 16 (C): -0.35, atom 17 (C): -0.21, atom 18 (C): -0.02, atom 19 (C): -0.03, atom 20 (C): -0.25, atom 21 (C): -0.10, atom 22 (C): -0.02, atom 23 (C): -0.13, atom 24 (C): -0.62, atom 25 (C): -0.11, atom 26 (C): -0.65, atom 27 (C): -0.65, atom 28 (C): -0.10, atom 29 (C): -0.08, atom 30 (C): -0.05, atom 31 (C): -0.11, atom 32 (C): -0.09, atom 33 (C): -0.01, atom 34 (C): -0.32, atom 35 (C): -0.67, atom 36 (C): -0.68, atom 37 (C): -0.02, atom 38 (C): -0.08, atom 39 (C): -0.10, atom 40 (C): -0.06, atom 41 (C): -0.09, atom 42 (C): -0.21, atom 43 (C): -0.30, atom 44 (C): -0.06, atom 45 (H): 0.10, atom 46 (H): 0.11, atom 47 (H): 0.09, atom 48 (H): 0.12, atom 49 (H): 0.09, atom 50 (H): 0.11, atom 51 (H): 0.11, atom 52 (H): 0.08, atom 53 (H): 0.07, atom 54 (H): 0.12, atom 55 (H): 0.10, atom 56 (H): 0.12, atom 57 (H): 0.12, atom 58 (H): 0.09, atom 59 (H): 0.05, atom 60 (H): 0.12, atom 61 (H): 0.05, atom 62 (H): 0.07, atom 63 (H): 0.07, atom 64 (H): 0.05, atom 65 (H): 0.08, atom 66 (H): 0.02, atom 67 (H): 0.07, atom 68 (H): 0.06, atom 69 (H): 0.09, atom 70 (H): 0.03, atom 71 (H): 0.06, atom 72 (H): 0.08, atom 73 (H): 0.09, atom 74 (H): 0.07, atom 75 (H): 0.08, atom 76 (H): 0.10, atom 77 (H): 0.10, atom 78 (H): 0.05, atom 79 (H): 0.01, atom 80 (H): 0.12, atom 81 (H): 0.07, atom 82 (H): 0.13, atom 83 (H): 0.10, atom 84 (H): 0.08, atom 85 (H): 0.10, atom 86 (H): 0.05, atom 87 (H): 0.09, atom 88 (H): 0.04, atom 89 (H): 0.08, atom 90 (H): 0.15, atom 91 (H): 0.09, atom 92 (H): 0.10, atom 93 (H): 0.06, atom 94 (H): 0.09, atom 95 (H): 0.09, atom 96 (H): 0.09

---

Entry 2:
# C36H53AsHgN9O6PS5Sb

C36H53AsHgN9O6PS5Sb as an isolated structure (ωB97M-V/def2-TZVPD, the Open Molecules 2025 dataset).

E_HOMO (alpha / beta)   -1.25 / -1.21 eV
Energy relative to the best compared isomer or geometry (same formula, charge and spin)   0.531 eV
E_tot   -198907.002 eV
LUMO (alpha / beta)   2.84 / 2.84 eV
Charge   -2
Gap between HOMO and LUMO (alpha / beta)   0.1503 / 0.1490 Eh
Multiplicity   2

```
113
Properties=species:S:1:pos:R:3:forces:R:3
Hg 1.122975 1.307809 -0.473442 -0.014 -0.052 -0.179
Sb 5.098374 5.483402 1.221305 0.332 0.062 0.126
As 2.533859 -1.865987 0.391913 0.191 0.004 -0.210
S 6.962855 4.186084 0.747428 -0.169 0.110 -0.098
S 3.211297 4.045215 -0.060363 0.218 0.088 -0.195
S 4.523799 4.968426 3.438037 -0.100 0.068 0.071
S 1.863154 5.353466 -0.655657 0.256 0.136 0.131
S -5.437933 2.795631 -3.235486 0.075 0.067 -0.287
P -2.009135 -1.613977 -0.304789 -0.109 -0.075 -0.233
O -6.641422 3.488545 -3.628147 -0.021 0.021 -0.011
O 1.355432 -1.752027 3.441027 -0.094 -0.038 0.016
O -5.836241 4.340788 0.206621 0.108 -0.096 0.099
O -5.333604 2.795506 1.631404 0.036 0.106 -0.131
O -0.592505 -1.276814 -0.494070 0.106 -0.155 -0.203
O -5.418063 2.087425 -1.982351 -0.043 0.019 0.071
N -2.942111 -1.054667 -1.570644 -0.017 0.165 0.256
N -3.275685 4.064393 -0.970248 -0.188 0.133 0.212
N 2.479628 2.623954 2.645237 -0.077 -0.247 0.209
N 2.486876 1.333044 4.602239 0.096 0.037 0.049
N 1.841686 0.375300 2.649147 -0.428 -0.153 0.087
N -1.568484 3.023215 -0.015703 0.032 -0.115 0.320
N -2.296840 -3.281587 -0.315708 0.177 0.217 0.272
N -5.055784 3.527538 0.693101 -0.205 -0.062 0.045
N -2.596937 -0.972087 1.102398 -0.052 -0.101 0.027
C 5.762232 -1.005197 3.022248 -0.011 0.041 0.027
C 4.824928 -1.674164 -3.206363 -0.016 -0.015 -0.026
C 4.125974 -1.103523 1.248898 0.090 0.077 -0.006
C 3.379452 -6.528177 1.032131 -0.010 0.013 -0.017
C -6.110571 0.600009 -4.647527 -0.035 0.038 0.060
C -2.652266 0.298897 -2.029796 -0.005 0.010 0.170
C 3.139265 -1.680609 -1.474587 0.043 -0.203 -0.052
C -3.967863 -0.575598 1.329760 0.051 0.037 -0.001
C 2.899561 -5.709395 2.046530 0.032 -0.029 -0.034
C -3.745619 3.429860 0.171314 0.179 -0.070 -0.058
C 4.500257 0.190105 0.874675 -0.043 -0.091 0.017
C 1.719050 -0.587604 3.587143 0.247 0.200 0.121
C -5.009127 1.645628 -4.540954 -0.159 0.096 0.162
C -1.946036 3.780369 -1.020802 0.225 0.148 -0.173
C 2.687919 -4.359358 1.807865 -0.059 0.121 0.025
C 3.837541 -1.613059 -4.181662 -0.001 -0.008 0.011
C 4.476457 -1.706213 -1.863096 0.021 0.012 0.005
C 3.026978 2.338000 5.492429 0.027 0.076 -0.095
C -2.836473 -3.913258 0.879544 0.006 -0.019 -0.106
C 5.483267 0.882171 1.565608 -0.058 0.031 -0.015
C 3.634392 -5.983266 -0.218303 -0.010 -0.039 0.042
C -1.013584 4.303777 -2.056149 -0.314 -0.261 -0.099
C -1.772014 -1.119563 2.299609 0.020 0.053 -0.058
C -4.263265 -1.540711 -1.899992 0.081 -0.025 -0.025
C 2.156790 -1.622291 -2.461172 -0.062 -0.009 0.096
C 2.154803 -0.021772 4.953028 0.033 -0.044 -0.080
C 2.978671 -3.788342 0.563184 -0.139 -0.064 0.184
C 4.772550 -1.694902 2.327281 -0.044 -0.080 -0.033
C 2.291459 1.478831 3.272710 -0.055 0.119 -0.030
C 6.111966 0.285282 2.650973 -0.003 -0.088 -0.009
C 3.431804 -4.627434 -0.451069 0.053 0.038 -0.047
C -4.087559 3.978056 -3.291664 -0.228 -0.179 0.057
C -2.668754 2.792908 0.732289 -0.104 0.030 -0.063
C 2.501575 -1.587182 -3.806524 0.043 -0.014 -0.015
C -3.998804 4.788810 -1.998156 -0.098 -0.142 -0.082
C -1.207600 -4.061989 -0.908043 -0.125 -0.012 -0.132
H -1.250997 5.332583 -2.329287 0.021 0.035 -0.007
H -1.024986 3.690221 -2.960673 -0.047 -0.030 -0.034
H -2.150648 -1.912092 2.956111 -0.022 -0.011 0.007
H 2.366143 3.206437 5.556900 -0.022 -0.017 0.019
H -0.741029 -1.345169 2.024759 0.000 0.028 0.041
H -1.770244 -0.183154 2.863484 0.020 0.024 -0.021
H 3.041146 3.407690 3.022587 0.072 -0.004 0.038
H 1.728523 -1.538545 -4.565030 -0.018 0.020 0.020
H 3.542387 -7.584320 1.212355 0.010 -0.006 -0.003
H 1.335674 -0.079661 5.675799 0.005 -0.031 0.014
H 2.364686 2.609250 1.641357 -0.015 -0.002 0.006
H -6.229665 0.081835 -3.696348 0.017 -0.031 -0.025
H -3.478066 5.724125 -2.197267 0.026 -0.005 -0.016
H -4.431745 -2.499560 -1.413620 -0.026 -0.020 -0.021
H 3.632976 -4.229344 -1.437830 0.027 0.049 0.002
H -1.586950 -5.045392 -1.199361 -0.010 -0.005 0.011
H -0.369820 -4.194560 -0.215086 0.000 0.021 0.027
H 3.999495 -6.616901 -1.018670 -0.011 0.008 -0.018
H 4.111320 -1.580066 -5.229805 -0.003 -0.003 -0.003
H 6.872473 0.836743 3.189902 -0.012 0.004 0.021
H -3.993468 0.328423 1.944174 -0.033 -0.040 0.005
H -4.047691 1.204943 -4.274990 -0.065 0.068 -0.041
H -4.916877 2.243499 -5.448367 0.053 -0.034 -0.027
H -2.071311 -4.086571 1.646191 0.005 0.015 0.008
H 4.504026 -2.696898 2.640073 0.002 -0.002 0.018
H -2.637716 0.320419 -3.125955 0.057 -0.042 0.008
H -7.058647 1.073575 -4.899112 -0.008 -0.021 -0.028
H 3.013492 -0.584398 5.330225 -0.003 -0.005 0.010
H -5.049558 -0.836931 -1.596751 0.011 -0.008 -0.009
H -4.551421 -1.349582 1.848913 -0.017 0.006 0.014
H 6.251589 -1.481145 3.865190 0.012 -0.016 0.005
H -4.461161 -0.339892 0.389565 -0.019 0.015 0.004
H -2.640842 2.212269 1.639060 -0.017 0.019 -0.003
H 3.137384 1.900786 6.483794 -0.013 -0.014 -0.008
H -3.402194 1.016349 -1.667463 0.121 -0.136 -0.062
H 3.996340 2.702031 5.145957 0.015 -0.023 -0.015
H 4.001513 0.676731 0.041793 0.009 0.024 0.000
H -0.000421 4.269843 -1.653418 -0.024 0.045 0.025
H 2.276978 -3.723004 2.587374 0.029 -0.039 0.013
H -4.347028 -1.689609 -2.982750 -0.021 -0.004 -0.039
H 5.252711 -1.754317 -1.108299 -0.005 0.016 0.006
H 5.869181 -1.706586 -3.493575 0.008 0.053 0.009
H -3.627622 -3.301064 1.307433 -0.009 -0.020 0.036
H -5.866153 -0.133436 -5.414314 0.029 0.010 -0.013
H -4.991360 5.019865 -1.622466 0.055 0.062 -0.002
H -3.172516 3.415398 -3.475163 0.028 0.062 -0.020
H 2.686425 -6.125973 3.024261 -0.023 0.015 0.004
H 1.115637 -1.598048 -2.155450 -0.019 0.043 -0.019
H -3.265258 -4.882039 0.607414 -0.010 -0.007 0.011
H -4.317954 4.616646 -4.143476 0.085 0.017 -0.024
H 5.758212 1.892074 1.279077 0.023 0.042 -0.040
H -1.669126 0.602432 -1.669530 0.041 -0.007 -0.051
H -0.828358 -3.557575 -1.794326 0.006 -0.008 0.003
```
Forces are in eV/Å.

Atomic partial charges in e from the Löwdin method, atoms 1 to 99: atom 1 (Hg): 0.60, atom 2 (Sb): 0.09, atom 3 (As): 1.32, atom 4 (S): -0.46, atom 5 (S): -0.31, atom 6 (S): -0.38, atom 7 (S): -0.09, atom 8 (S): 0.64, atom 9 (P): 0.51, atom 10 (O): -0.31, atom 11 (O): -0.05, atom 12 (O): 0.05, atom 13 (O): 0.07, atom 14 (O): -0.41, atom 15 (O): -0.30, atom 16 (N): -0.28, atom 17 (N): 0.04, atom 18 (N): 0.18, atom 19 (N): -0.09, atom 20 (N): 0.13, atom 21 (N): 0.12, atom 22 (N): -0.29, atom 23 (N): -0.34, atom 24 (N): -0.29, atom 25 (C): -0.11, atom 26 (C): -0.10, atom 27 (C): -0.41, atom 28 (C): -0.12, atom 29 (C): -0.12, atom 30 (C): -0.10, atom 31 (C): -0.42, atom 32 (C): -0.11, atom 33 (C): -0.10, atom 34 (C): -0.17, atom 35 (C): -0.14, atom 36 (C): -0.52, atom 37 (C): -0.29, atom 38 (C): -0.34, atom 39 (C): -0.14, atom 40 (C): -0.11, atom 41 (C): -0.11, atom 42 (C): -0.05, atom 43 (C): -0.13, atom 44 (C): -0.08, atom 45 (C): -0.11, atom 46 (C): -0.05, atom 47 (C): -0.09, atom 48 (C): -0.12, atom 49 (C): -0.15, atom 50 (C): -0.06, atom 51 (C): -0.36, atom 52 (C): -0.12, atom 53 (C): -0.42, atom 54 (C): -0.09, atom 55 (C): -0.10, atom 56 (C): -0.20, atom 57 (C): -0.03, atom 58 (C): -0.10, atom 59 (C): -0.13, atom 60 (C): -0.11, atom 61 (H): 0.08, atom 62 (H): 0.08, atom 63 (H): 0.08, atom 64 (H): 0.08, atom 65 (H): 0.06, atom 66 (H): 0.09, atom 67 (H): -0.08, atom 68 (H): 0.09, atom 69 (H): 0.09, atom 70 (H): 0.12, atom 71 (H): -0.07, atom 72 (H): 0.06, atom 73 (H): 0.13, atom 74 (H): 0.07, atom 75 (H): 0.09, atom 76 (H): 0.08, atom 77 (H): 0.08, atom 78 (H): 0.09, atom 79 (H): 0.09, atom 80 (H): 0.10, atom 81 (H): 0.07, atom 82 (H): 0.07, atom 83 (H): 0.10, atom 84 (H): 0.09, atom 85 (H): 0.08, atom 86 (H): 0.07, atom 87 (H): 0.08, atom 88 (H): 0.12, atom 89 (H): 0.07, atom 90 (H): 0.08, atom 91 (H): 0.09, atom 92 (H): 0.06, atom 93 (H): 0.11, atom 94 (H): 0.08, atom 95 (H): 0.06, atom 96 (H): 0.04, atom 97 (H): 0.06, atom 98 (H): -0.06, atom 99 (H): 0.07